[1]
56
Properties=species:S:1:pos:R:3:nbo_charge:R:1 method="wB97M-V/def2-TZVPD" smiles="O=[N+]([O-])c1ccc([C@@H]([C@H](c2ccccc2)c2ccc(C(F)(F)F)cc2)S(=O)(=O)c2ccccc2)cc1" e_homo_ha=-0.3467 energy_ev=-56986.847
O -5.9165 0.7783 3.5581 -0.372
N -5.3540 -0.3247 3.3421 0.491
O -6.0170 -1.3982 3.3919 -0.380
C -3.9549 -0.3571 3.0562 0.027
C -3.3304 -1.5986 2.8318 -0.166
C -2.0113 -1.5998 2.4360 -0.225
C -1.2606 -0.4111 2.2705 0.067
C 0.1074 -0.4958 1.6005 -0.499
C 0.1926 -0.8410 -0.1262 -0.238
C -0.7814 -1.9531 -0.3743 -0.063
C -2.0472 -1.7409 -0.9587 -0.137
C -2.9280 -2.8115 -1.1399 -0.218
C -2.6176 -4.0951 -0.6785 -0.210
C -1.3810 -4.2972 -0.0625 -0.213
C -0.4451 -3.2513 0.0438 -0.233
C 1.4661 -0.9337 -0.9071 -0.052
C 2.2295 0.2425 -1.1811 -0.182
C 3.5480 0.1781 -1.6175 -0.195
C 4.1569 -1.0595 -1.7081 -0.152
C 5.6383 -1.1394 -1.8937 0.976
F 6.1526 -2.1237 -1.0993 -0.330
F 6.2766 0.0335 -1.5800 -0.321
F 5.9653 -1.4942 -3.1780 -0.327
C 3.3957 -2.2189 -1.7191 -0.198
C 2.0448 -2.1453 -1.3919 -0.142
S 1.1920 0.8252 2.2746 2.149
O 0.7128 1.3862 3.5156 -0.922
O 1.6009 1.6347 1.1666 -0.952
C 2.7325 -0.0148 2.7851 -0.238
C 3.1321 -0.1156 4.1302 -0.203
C 4.4075 -0.6316 4.4212 -0.220
C 5.2492 -1.0241 3.3747 -0.190
C 4.8307 -0.9492 2.0456 -0.205
C 3.5659 -0.4526 1.7586 -0.240
C -1.8928 0.8056 2.5918 -0.213
C -3.1988 0.8403 3.0390 -0.170
H -3.8816 -2.5286 2.9754 0.255
H -1.5780 -2.5594 2.1612 0.232
H 0.6349 -1.4246 1.9852 0.256
H -0.2592 0.1452 -0.1200 0.249
H -2.3491 -0.7131 -1.2537 0.216
H -3.8934 -2.6203 -1.6064 0.222
H -3.3237 -4.9143 -0.8226 0.225
H -1.1264 -5.2589 0.3569 0.219
H 0.5390 -3.4100 0.5167 0.221
H 1.8109 1.2326 -0.9454 0.256
H 4.0985 1.0818 -1.8528 0.242
H 3.8522 -3.1634 -1.9948 0.235
H 1.4826 -3.0755 -1.4403 0.220
H 2.4447 0.2179 4.9145 0.242
H 4.7263 -0.7430 5.4660 0.224
H 6.2405 -1.4163 3.5781 0.219
H 5.4574 -1.2815 1.2167 0.227
H 3.1918 -0.3798 0.7362 0.242
H -1.4155 1.7699 2.4179 0.239
H -3.6638 1.7638 3.3880 0.256


[2]
16
Properties=species:S:1:pos:R:3:nbo_charge:R:1 method="wB97M-V/def2-TZVPD" relative_energy_kj_mol=271.84 e_homo_ha=-0.2687 energy_ev=-12577.597
C -2.7133 -0.3712 -0.4685 1.013
C -0.0972 1.3506 0.3852 -0.654
C 0.3950 -0.3989 -1.4027 -0.028
C -0.3126 -0.0029 -0.1965 -0.274
N -0.2612 -1.2048 0.7584 -0.737
O -2.7331 -0.7399 0.6133 -0.621
O -3.1365 -0.1425 -1.5018 -0.525
F 1.7470 -0.9333 -1.1478 -0.466
H 0.9440 1.6954 0.3816 0.197
H -0.4005 1.3624 1.4413 0.201
H -0.7802 2.1898 0.0442 0.227
H -0.0893 -1.2345 -1.8645 0.160
H 0.8324 0.3706 -2.0530 0.216
H 0.1953 -1.9672 0.3401 0.428
H -1.3153 -1.2910 0.8868 0.450
H 0.0159 -0.9098 1.7783 0.415


[3]
20
Properties=species:S:1:pos:R:3:nbo_charge:R:1 method="wB97M-V/def2-TZVPD" charge=+1 relative_energy_kj_mol=623.50 e_homo_ha=-0.4799 energy_ev=-12890.179
C -0.4564 -1.7319 -0.7400 0.148
C 0.5344 -0.4519 1.2499 0.708
C -1.0390 0.6280 -0.1315 -0.244
C -1.0337 -2.4974 -1.7439 0.017
C -0.8425 -0.2458 -1.3477 0.096
C 0.7146 1.9648 1.1019 -0.405
N 0.1388 -1.6280 0.3914 -0.557
N -0.0107 0.6498 0.8599 -0.372
N 1.3812 -0.7476 2.1937 -0.737
O 0.0810 0.2929 -2.2195 -0.660
H -1.2969 1.7437 -0.5397 0.268
H -2.0060 0.2441 0.2339 0.243
H -0.6346 -2.5374 -2.7573 0.208
H -1.8124 -0.3716 -1.7828 0.210
H 0.5949 2.3447 2.1247 0.233
H 1.7316 1.7382 0.9189 0.214
H 0.3747 2.6318 0.2934 0.240
H 1.7875 -1.7392 2.1754 0.464
H 1.9137 -0.1217 2.7701 0.437
H -0.1203 -0.1656 -3.0510 0.489


[4]
99
Properties=species:S:1:pos:R:3:lowdin_charge:R:1 method="wB97M-V/def2-TZVPD" charge=+2 s2=6.052 relative_energy_kj_mol=0.00 e_homo_ha="-0.4305 / -0.4305" energy_ev=-66909.644 multiplicity=5
Os -0.0780 -0.3419 -0.3669 1.588
C -1.1122 -1.0101 1.3702 -0.328
C -0.8785 -2.1339 0.4894 -0.351
C 1.1663 -1.4995 1.3787 -0.244
C 0.1862 -0.5891 1.8815 -0.263
C 0.5279 -2.4174 0.5109 -0.285
C -2.4892 -0.5284 1.6351 -0.041
H -3.0483 -0.4287 0.7014 0.076
H -2.4349 0.4890 2.0690 0.048
H -3.0536 -1.2200 2.2790 0.098
C 0.5623 0.5680 2.7410 -0.009
H 0.0291 0.5502 3.7013 0.065
H 0.2757 1.5284 2.2900 0.077
H 1.6540 0.5535 2.9258 0.094
C 2.6068 -1.4981 1.7648 -0.003
H 2.7225 -1.8611 2.7973 0.105
H 3.0438 -0.4945 1.7167 0.093
H 3.1913 -2.1534 1.1157 0.084
C 1.1960 -3.5537 -0.1702 -0.003
H 1.1654 -4.4361 0.4792 0.112
H 2.2410 -3.3073 -0.3662 0.086
H 0.7062 -3.8060 -1.1106 0.080
C -1.9331 -2.9118 -0.2266 -0.011
H -2.3099 -3.7269 0.4056 0.101
H -1.5131 -3.3374 -1.1431 0.083
H -2.7802 -2.2760 -0.5051 0.085
C -0.5030 1.6224 -0.8604 -0.303
C -1.6711 0.8324 -1.1388 -0.273
C -2.0676 0.3803 -2.5186 -0.170
C -1.0387 -0.5404 -3.2049 -0.175
C 0.0714 -1.0835 -2.3327 -0.258
C 1.2444 -0.3389 -1.9953 -0.266
C 1.4680 1.0955 -2.4225 -0.173
C 0.3949 2.1071 -1.9772 -0.172
H -2.2822 1.2527 -3.1591 0.123
H -0.6098 -0.0189 -4.0750 0.038
H -3.0207 -0.1697 -2.4363 0.115
H -0.2132 2.4317 -2.8348 0.114
H -0.6212 2.3121 -0.0182 0.110
H -2.5164 1.0324 -0.4794 0.099
H 0.9041 3.0065 -1.6075 0.119
H 2.4274 1.4210 -1.9952 0.117
H 2.1522 -0.9292 -1.8359 0.120
H 1.5854 1.1401 -3.5145 0.110
H -1.5899 -1.4082 -3.5965 0.121
H 0.1861 -2.1706 -2.3735 0.102
P -0.2400 1.3874 -6.4209 0.782
C -0.3487 3.2270 -6.5113 -0.324
C -1.5596 0.9898 -7.6504 -0.305
P 2.0402 -0.4171 -7.1659 0.757
C 1.2307 1.2148 -7.5450 -0.608
C 1.4622 -1.3614 -8.6446 -0.325
C 3.7059 0.0244 -7.8236 -0.334
H 0.5248 3.6519 -6.0005 0.030
H -1.2578 3.5500 -5.9886 0.030
H -0.3689 3.5686 -7.5552 0.046
H -1.4653 1.6215 -8.5437 0.046
H -2.5274 1.1806 -7.1686 0.033
H -1.5129 -0.0705 -7.9286 0.027
H 3.6428 0.3750 -8.8616 0.045
H 4.3438 -0.8652 -7.7644 0.034
H 4.1325 0.8095 -7.1886 0.030
H 1.9524 2.0188 -7.3167 0.045
H 0.9166 1.2597 -8.6040 0.056
H 2.0158 -2.3087 -8.6646 0.036
H 1.6578 -0.8035 -9.5691 0.043
H 0.3931 -1.5857 -8.5523 0.022
C 1.7517 -0.0463 7.0316 -0.029
C 0.5005 -0.5716 6.3802 -0.205
C 0.4724 -1.9019 5.9469 0.017
C -0.6852 -2.4577 5.3793 -0.025
C -1.7552 -1.6264 5.0837 0.010
C -1.7146 -0.2658 5.4542 -0.172
N -2.6609 0.5509 4.8498 0.198
C -3.2812 1.6965 5.3188 -0.172
C -3.8210 1.6979 6.6073 0.010
C -4.7509 2.6689 6.9563 -0.011
C -5.0232 3.7313 6.0880 0.000
C -4.3187 3.8468 4.8753 0.024
C -3.5034 2.8082 4.4417 -0.037
C -2.7853 2.9216 3.1077 -0.429
O -2.9953 3.8982 2.3658 0.356
O -1.9678 1.9659 2.8388 -0.011
C -0.6112 0.2610 6.1850 -0.144
C -0.5979 1.6848 6.6106 0.003
H 2.1590 0.8120 6.4865 0.097
H 1.5838 0.2762 8.0641 0.100
H 2.5235 -0.8201 7.0652 0.089
H 1.3597 -2.5277 6.1120 0.134
H -0.7542 -3.5356 5.1916 0.128
H -2.6455 -1.9949 4.5603 0.129
H -2.8070 0.4287 3.8541 0.120
H -3.5523 0.8817 7.2771 0.142
H -5.2540 2.5695 7.9144 0.131
H -5.7857 4.4566 6.3665 0.129
H -4.3831 4.7299 4.2334 0.137
H -0.5667 2.3571 5.7439 0.111
H -1.4932 1.9349 7.1800 0.079
H 0.2578 1.8977 7.2473 0.087


[5]
42
Properties=species:S:1:pos:R:3:nbo_charge:R:1 method="wB97M-V/def2-TZVPD" charge=+1 s2=2.003 relative_energy_kj_mol=282.43 e_homo_ha="-0.4307 / -0.4259" energy_ev=-74408.140 multiplicity=3
Ni -0.7648 0.1177 -0.5417 1.632
F -2.0132 1.3639 -1.5527 -0.873
C -2.0591 -0.1689 2.4039 0.787
O -2.0027 0.0159 1.2029 -0.698
N -2.4928 0.7115 3.3294 -0.843
N -1.5496 -1.1772 3.0055 -0.809
H -2.8439 1.5885 2.9719 0.409
H -2.0513 0.7093 4.2378 0.394
H -1.2346 -2.0051 2.5202 0.409
H -1.8008 -1.4265 3.9515 0.393
C -1.7439 -2.0707 -2.3780 0.794
O -1.7812 -1.6858 -1.2470 -0.703
N -0.6314 -2.0906 -3.1265 -0.836
N -2.6845 -2.6762 -3.0241 -0.795
H 0.3061 -1.8602 -2.8300 0.412
H -0.5906 -2.5064 -4.0461 0.378
H -3.5741 -2.3115 -2.7145 0.416
H -2.4457 -2.8972 -3.9802 0.391
C 1.3224 1.3024 -2.4599 0.762
O 0.8088 0.3864 -1.8322 -0.772
N 0.6720 2.3404 -2.7832 -0.795
N 2.5585 1.3173 -2.6733 -0.801
H -0.2620 2.5358 -2.4521 0.460
H 1.0693 3.1326 -3.2676 0.384
H 2.9879 0.4512 -2.3808 0.415
H 2.9817 1.9826 -3.3045 0.404
C 1.0911 -1.8720 1.1625 0.782
O 0.4777 -1.2842 0.3258 -0.729
N 2.0667 -1.3587 1.8303 -0.804
N 0.8159 -3.1484 1.4159 -0.842
H 2.4510 -0.4524 1.6045 0.422
H 2.5350 -1.9326 2.5168 0.389
H 0.1966 -3.5840 0.7476 0.437
H 1.4015 -3.5267 2.1468 0.394
C 0.9115 2.4741 1.1075 0.775
O 0.2347 1.6662 0.4639 -0.749
N 2.0923 2.9156 0.8157 -0.809
N 0.4372 2.8651 2.2309 -0.811
H 2.3533 2.6519 -0.1237 0.412
H 2.3715 3.7843 1.2487 0.406
H 0.8259 3.3129 3.0486 0.405
H -0.4421 2.4095 2.4293 0.407


[6]
14
Properties=species:S:1:pos:R:3:nbo_charge:R:1 method="wB97M-V/def2-TZVPD" charge=+1 relative_energy_kj_mol=64.84 e_homo_ha=-0.5576 energy_ev=-7789.006
N -0.7711 0.1974 0.0564 -0.888
H -1.3423 0.9907 0.3594 0.440
H 0.2163 0.4418 0.2321 0.476
H -1.0487 -0.0096 -0.9120 0.463
H -0.9834 -0.5483 0.7387 0.469
H 1.4829 2.5815 0.8630 0.501
H 1.5113 1.6312 2.0041 0.498
O 1.1033 1.7601 1.1538 -0.974
H -1.8219 -3.2427 1.5075 0.508
H -0.4637 -2.6066 1.8886 0.486
O -1.3145 -2.4212 1.4698 -0.981
H 0.8692 1.1026 -3.4074 0.484
H 1.7153 -0.0999 -2.8890 0.483
O 0.8475 0.2230 -3.0651 -0.965